Below is C24H23FeN2O as an isolated structure, with properties calculated with ωB97M-V/def2-TZVPD.

The calculation puts the energy relative to the best compared isomer or geometry (same formula, charge and spin) at 23.3 kJ/mol. For the total energy, the calculation gives -64673.10636 eV. As for the multiplicity: 5. The charge is -1. The expectation value of S² is 6.0659.

The geometry in XYZ format:
```
51
Properties=species:S:1:pos:R:3:forces:R:3
C -6.451701 -0.893540 2.415215 -0.23 -0.07 0.03
C -5.867231 0.341587 2.223777 -0.02 0.10 0.00
C -4.493581 0.462648 2.234426 0.35 0.19 0.04
C -3.682235 -0.648013 2.436914 -0.44 -0.49 0.23
C -2.211197 -0.474886 2.527759 1.06 0.27 -0.35
N -1.369809 -1.576735 2.539969 -1.27 0.05 -0.58
N -0.027678 -1.364907 2.273785 1.48 -0.49 0.48
O -1.717483 0.636422 2.609459 -0.28 0.18 0.10
C -4.287366 -1.886562 2.612127 0.27 0.06 0.00
C -5.661162 -2.009655 2.600423 -0.10 -0.19 0.04
H -7.525042 -0.982215 2.444202 -0.20 -0.04 -0.06
H -6.486709 1.214151 2.089908 -0.04 0.14 -0.06
H -4.031375 1.427513 2.114880 0.17 0.13 -0.04
H -1.680379 -2.455378 2.127344 -0.03 0.50 0.36
H 0.169815 -1.151019 1.305748 -0.23 0.07 -0.57
H 0.348720 -0.589880 2.803424 -0.42 -0.05 0.27
H -3.670595 -2.748346 2.796339 0.05 -0.27 0.05
H -6.120049 -2.972354 2.759051 -0.04 -0.16 0.01
C 3.692473 3.186457 0.569332 -0.32 1.56 -0.74
C 2.337484 3.042948 0.071520 0.59 1.24 -0.23
C 2.375069 3.166353 -1.376569 0.31 1.04 0.42
C 3.756532 3.380697 -1.770609 -0.25 1.09 0.82
C 4.567870 3.396477 -0.567032 -0.72 1.46 0.24
Fe 3.561360 1.563213 -0.769366 0.29 -0.65 -1.10
C 4.623779 -0.190673 -1.206379 1.54 -0.45 2.11
C 4.523221 0.022195 0.266279 1.47 -1.06 -1.50
C 3.172245 0.071115 0.623854 -1.67 -1.31 -1.18
C 2.336746 -0.132603 -0.616853 2.16 -2.18 0.44
C 0.947879 -0.162408 -0.692936 -1.06 -0.24 -0.63
C 0.170301 -0.823790 -1.717693 1.09 0.85 1.39
C -1.176875 -0.492965 -1.883529 -0.53 -0.07 -0.22
C -1.956081 -1.144677 -2.811608 -0.01 0.13 0.28
C -1.414932 -2.155923 -3.583376 -0.45 -0.38 -0.55
C -0.089905 -2.514260 -3.421262 0.19 0.11 0.18
C 0.696224 -1.857756 -2.500309 0.08 -0.35 -0.48
C 3.336027 -0.296160 -1.734174 -2.02 -0.37 1.05
H 3.989512 3.189922 1.619813 -0.08 -0.19 -0.49
H 1.448709 2.871326 0.682671 0.40 -0.04 -0.33
H 1.509991 3.138342 -2.044541 0.46 -0.16 0.32
H 4.115874 3.541925 -2.788264 -0.12 -0.17 0.43
H 5.632535 3.626172 -0.513875 -0.38 -0.29 -0.06
H 5.552633 -0.248808 -1.777293 -0.32 0.00 0.33
H 5.363487 0.123082 0.956319 -0.27 0.03 -0.38
H 2.781416 0.184499 1.634523 0.02 0.06 -0.41
H 0.388766 0.359389 0.065215 -0.17 0.34 0.16
H -1.595711 0.285455 -1.267699 -0.11 0.24 0.13
H -2.992296 -0.869877 -2.925944 -0.24 0.05 -0.05
H -2.030745 -2.677287 -4.295953 -0.16 -0.11 -0.22
H 0.326001 -3.322271 -4.002304 0.08 -0.17 -0.13
H 1.716469 -2.166025 -2.347412 0.16 -0.03 0.03
H 3.098999 -0.422903 -2.789280 -0.06 0.09 0.41
```
Forces are in eV/Å.

Löwdin population analysis, charges in e, atoms 1 to 5: C -0.10; C -0.08; C -0.02; C -0.14; C -0.43


Below is a 2-piece molecular cluster, C5H13N2O overall, with properties calculated with ωB97M-V/def2-TZVPD.

The calculation puts the energy relative to the best compared isomer or geometry (same formula, charge and spin) at 260.6 kJ/mol. For the total energy, the calculation gives -10415.49492 eV. The charge is +1.

The geometry in XYZ format:
```
21
Properties=species:S:1:pos:R:3:forces:R:3
C -0.268922 1.197614 1.786269 0.07 0.30 -0.32
O -0.009774 0.526603 2.998378 0.08 -0.09 -0.05
C -1.490442 0.565133 1.185492 0.39 -0.14 0.33
C -2.389865 1.160016 0.420471 -0.22 0.06 -0.22
H 0.581795 1.112524 1.090899 -0.01 -0.15 0.05
H -0.432234 2.273637 1.923937 -0.05 -0.07 0.12
H 0.876964 0.736417 3.305934 -0.04 0.09 0.06
H -1.612952 -0.471492 1.479523 -0.15 -0.08 0.05
H -3.280683 0.623354 0.124005 -0.05 0.02 -0.17
H -2.310486 2.202332 0.134095 -0.05 0.07 0.10
C 1.696463 -1.217851 -1.375153 -0.10 -0.24 -0.16
C 0.402372 -0.980133 -1.134532 0.24 0.34 0.28
N -0.295425 0.096798 -1.853426 -0.12 0.16 -0.11
N 2.432332 -2.190276 -0.794716 0.14 0.24 0.18
H 2.221588 -0.656962 -2.140544 -0.01 0.02 -0.08
H -0.161972 -1.356831 -0.302047 -0.10 -0.31 -0.04
H -1.176931 0.285056 -1.349101 0.04 0.12 0.05
H 0.219430 0.980496 -1.856167 0.00 -0.05 0.00
H -0.520135 -0.135870 -2.821314 -0.05 -0.07 -0.03
H 2.085388 -2.628309 0.043477 0.02 -0.11 -0.05
H 3.433499 -2.122263 -0.865476 -0.02 -0.11 -0.01
```
Forces are in eV/Å.

Löwdin population analysis, charges in e, atoms 1 to 5: C -0.28; O -0.05; C -0.18; C -0.01; H 0.11


Below is C13H13CrN3O2S2Te as an isolated structure, with properties calculated with ωB97M-V/def2-TZVPD.

For the total energy, the calculation gives -79645.45402 eV. As for the multiplicity: 4. The charge is -1. The expectation value of S² is 3.7960.

The geometry in XYZ format:
```
35
Properties=species:S:1:pos:R:3:forces:R:3
Cr 1.077659 -0.238195 -0.350414 0.41 -0.93 0.26
N -1.277471 -2.129223 2.847225 0.13 -0.19 0.03
C -0.671567 -1.378208 1.864710 -0.25 0.24 -0.05
S 0.274625 -2.224579 0.678979 -0.06 0.06 -0.01
N -0.931914 -0.103671 1.898956 0.35 -0.17 -0.23
N -0.381767 0.577705 0.816155 -0.06 -0.28 0.49
C -0.689696 1.814063 0.780009 -0.27 0.64 -0.18
C -0.425371 2.723035 -0.318077 -0.05 -0.10 0.25
C -0.909425 4.033935 -0.226195 -0.05 0.09 0.05
C -0.820794 4.910750 -1.283565 0.04 -0.02 -0.07
C -0.248368 4.462945 -2.482676 -0.05 0.06 0.05
C 0.237767 3.181659 -2.598836 0.02 0.02 0.04
C 0.189432 2.287871 -1.509266 0.15 -0.17 -0.09
O 0.710406 1.094803 -1.635089 -0.14 0.52 -0.24
H -0.838662 -3.016273 3.024891 0.00 -0.01 0.04
H -1.552646 -1.608060 3.663872 -0.03 0.03 0.01
H -1.277425 2.184949 1.618176 -0.07 0.08 -0.05
H -1.372693 4.349710 0.704072 0.01 -0.02 -0.04
H -1.199115 5.920991 -1.194112 0.01 -0.02 -0.01
H -0.184411 5.135178 -3.331484 -0.01 -0.01 0.02
H 0.686106 2.823209 -3.516476 0.01 0.01 0.02
C 3.341578 -0.886627 1.477200 -0.16 0.01 -0.04
O 2.460211 -0.003635 0.851290 -0.04 0.32 -0.13
H 4.345311 -0.446756 1.508212 0.03 0.05 0.00
H 3.420252 -1.848714 0.962801 -0.03 -0.05 -0.07
H 3.037969 -1.094724 2.512038 -0.06 0.01 0.03
Te 2.741692 -1.528838 -2.038667 0.22 -0.21 -0.12
C 1.448923 -2.527835 -3.362236 -0.21 -0.04 0.01
C 0.143389 -2.899038 -3.179322 -0.03 -0.05 -0.12
C -0.416442 -3.590345 -4.298921 0.00 0.06 0.14
C 0.468424 -3.743079 -5.321376 0.02 0.01 0.03
S 1.979511 -3.035574 -4.917468 0.10 0.04 -0.06
H -0.393563 -2.691637 -2.262121 0.00 -0.03 -0.05
H -1.434718 -3.959368 -4.332258 0.06 0.03 0.01
H 0.319064 -4.225732 -6.276088 -0.01 0.03 0.07
```
Forces are in eV/Å.

Löwdin population analysis, charges in e, atoms 1 to 5: Cr 0.35; N 0.04; C -0.85; S 0.64; N 0.00